A 2-piece molecular cluster, C16H29Si overall in a non-equilibrium geometry, computed with ωB97M-V/def2-TZVPD.

Computed properties:
Total charge: +1
Max |F|: 0.028 Eh/bohr
Relative energy (zero: lowest compared OMol25 entry of this formula, charge and spin): 0.0 kcal/mol

CARTESIAN COORDINATES (ANGSTROEM)
1 C -6.23994 3.60036 3.88537
2 C -5.05798 4.55747 4.00490
3 Si -3.41376 3.89963 3.38876
4 C -3.56636 3.56983 1.56458
5 C -2.17016 5.28806 3.60195
6 C -1.91717 5.79026 5.02019
7 H -2.97955 2.66140 4.16398
8 H -7.13473 4.06584 4.30957
9 H -6.46197 3.35312 2.84309
10 H -6.06880 2.66187 4.42025
11 H -5.23266 5.46365 3.40721
12 H -4.92298 4.88894 5.04309
13 H -3.85868 4.49888 1.05899
14 H -2.61106 3.23324 1.14732
15 H -4.32163 2.80503 1.35674
16 H -1.23765 4.93963 3.14012
17 H -2.55093 6.09995 2.96646
18 H -1.15066 6.57084 5.00091
19 H -2.81538 6.22421 5.46963
20 H -1.56181 4.99955 5.68807
21 C -3.12536 0.88614 6.81444
22 C -2.18431 -0.07160 6.20155
23 C -0.78890 -0.09609 6.13541
24 C -0.11960 -1.27636 5.61184
25 C -0.90657 -2.49172 5.22687
26 C 1.25586 -1.31294 5.47915
27 C 2.06745 -0.23256 5.84806
28 C 3.55270 -0.28400 5.65952
29 C 1.44782 0.89548 6.39543
30 C 0.07414 0.98376 6.56608
31 C -0.47430 2.21876 7.19421
32 H -4.11085 0.39661 6.79133
33 H -2.90269 1.11180 7.86860
34 H -3.25027 1.83395 6.27216
35 H -2.68688 -0.97172 5.84654
36 H -0.24066 -3.23739 4.77290
37 H -1.37618 -2.95819 6.10344
38 H -1.69987 -2.25867 4.50805
39 H 1.73077 -2.21335 5.08840
40 H 4.00840 0.64730 6.00693
41 H 4.00959 -1.11737 6.20907
42 H 3.81305 -0.41847 4.60173
43 H 2.07917 1.73021 6.70846
44 H 0.35372 2.88251 7.47481
45 H -1.13446 2.77408 6.51261
46 H -1.03359 1.98908 8.10915


C16H30AlClN3O2 as an isolated structure in a non-equilibrium geometry, computed with ωB97M-V/def2-TZVPD.

Computed properties:
Total charge: -1
Max |F|: 0.048 Eh/bohr

CARTESIAN COORDINATES (ANGSTROEM)
1 C 2.02649 1.89033 2.78621
2 C 1.91021 2.51203 1.38641
3 O 0.75948 3.29440 1.13038
4 Al -0.18853 3.96699 2.54286
5 C -1.62160 2.52466 3.03124
6 C -1.49687 1.41867 2.09840
7 O -1.07923 0.34235 2.30150
8 Cl -2.01423 1.76498 0.37813
9 H 2.35430 2.62988 3.50630
10 H 1.14113 1.34645 3.11013
11 H 2.83973 1.15422 2.74483
12 H 1.91253 1.71250 0.63944
13 H 2.80865 3.12107 1.23162
14 H 0.68248 4.39097 3.81382
15 H -0.99573 5.26812 2.01943
16 H -1.45871 2.16832 4.04486
17 H -2.62542 2.92895 2.92730
18 C 1.53384 2.76241 -3.84383
19 C 2.16766 1.39458 -4.08747
20 C 2.38948 0.60671 -2.79566
21 C 3.28740 1.33228 -1.88725
22 N 3.96316 1.89465 -1.16292
23 H 2.17580 3.40228 -3.23628
24 H 1.36601 3.27588 -4.79230
25 H 0.57238 2.66636 -3.33556
26 H 3.11907 1.52793 -4.60444
27 H 1.52850 0.81716 -4.74378
28 H 2.83138 -0.36460 -3.02007
29 H 1.44074 0.43789 -2.28227
30 C 0.48013 -3.64246 -3.99282
31 C 0.65349 -3.94063 -5.47842
32 C 2.05109 -3.58716 -5.99779
33 C 2.31906 -2.15291 -5.82065
34 N 2.52794 -1.04234 -5.67131
35 H 0.59327 -2.57805 -3.78206
36 H -0.51526 -3.93508 -3.65919
37 H 1.21161 -4.18934 -3.39447
38 H -0.09820 -3.38734 -6.04498
39 H 0.47086 -5.00251 -5.65561
40 H 2.13514 -3.82804 -7.05767
41 H 2.81334 -4.15390 -5.46151
42 C -4.14696 -2.58635 6.23552
43 C -4.17560 -2.31038 4.73589
44 C -3.21627 -1.19253 4.31449
45 C -3.58280 0.06144 4.98917
46 N -3.86731 1.02153 5.53309
47 H -4.46790 -1.71459 6.80744
48 H -4.82095 -3.40734 6.48638
49 H -3.14237 -2.86082 6.56426
50 H -5.19439 -2.04988 4.44033
51 H -3.90894 -3.22329 4.19886
52 H -3.26091 -1.04065 3.23695
53 H -2.18816 -1.44582 4.57310


C16H30BInN5OPS2 as an isolated structure, computed with ωB97M-V/def2-TZVPD.

Computed properties:
Max |F|: 0.008 Eh/bohr
Relative energy (zero: lowest compared OMol25 entry of this formula, charge and spin): 0.0 kcal/mol

CARTESIAN COORDINATES (ANGSTROEM)
1 In 0.41131 -0.69990 0.02353
2 C -3.20516 -2.57701 1.89230
3 N -2.66735 -1.45490 2.64236
4 C -2.60235 -1.35322 4.01688
5 C -2.01766 -0.16668 4.28376
6 N -1.73159 0.45294 3.08772
7 B -0.98738 1.81435 2.97323
8 N 0.56867 1.60788 3.19803
9 C 1.34116 2.69780 3.54376
10 C 2.63423 2.32151 3.54982
11 N 2.65474 0.98423 3.21901
12 C 3.86949 0.20633 3.03893
13 C 1.38212 0.55730 3.00978
14 S 0.99229 -1.06780 2.55207
15 C -2.12680 -0.34665 2.09303
16 S -2.01904 -0.07290 0.38769
17 H -3.59833 -3.30337 2.59830
18 H -2.42249 -3.03746 1.29254
19 H -3.99834 -2.24322 1.22835
20 H -2.96519 -2.12869 4.66802
21 H -1.77061 0.29275 5.22476
22 H -1.37428 2.52256 3.87404
23 H -1.16684 2.28698 1.88302
24 H 0.89416 3.65706 3.73960
25 H 3.53536 2.87589 3.74482
26 H 4.53078 0.37002 3.88805
27 H 4.37030 0.51000 2.12042
28 H 3.60613 -0.84401 2.98089
29 C -1.55961 2.21328 -2.38157
30 C -0.54879 1.58707 -3.34838
31 P 0.06731 -0.05161 -2.76222
32 C 1.72920 -0.16007 -3.53914
33 C 1.77593 0.00314 -5.05758
34 C -0.91205 -1.26831 -3.73620
35 C -2.33828 -1.42574 -3.20222
36 H -1.91618 3.17296 -2.75919
37 H -1.10804 2.37589 -1.40207
38 H -2.42789 1.56829 -2.23433
39 H 0.32452 2.23652 -3.44081
40 H -0.98029 1.47228 -4.34522
41 H 2.15303 -1.12268 -3.24175
42 H 2.33546 0.60314 -3.04577
43 H 1.29156 -0.83210 -5.56501
44 H 2.80966 0.04591 -5.40517
45 H 1.28306 0.92320 -5.37636
46 H -0.37702 -2.21979 -3.67746
47 H -0.92676 -0.96541 -4.78562
48 H -2.33676 -1.65077 -2.13377
49 H -2.86303 -2.23008 -3.71985
50 H -2.91585 -0.50926 -3.34124
51 O 3.73294 1.98296 0.47206
52 C 2.69785 1.47940 0.17775
53 N 1.65794 0.98904 -0.14140
54 C 0.76224 -2.75840 -0.61102
55 H 1.52465 -2.79759 -1.39097
56 H -0.16738 -3.17561 -1.00348
57 H 1.09529 -3.34744 0.24330


Short version: E_tot = -916.28999, -1645.10036, -2329.55758 a.u., in the order given.
Short version: orbital gap = 6.47, 6.86, 8.24 eV, in the order given.